--- i ---
ORCA calculation (ωB97M-V with the def2-TZVPD basis set) on 4 unconnected molecules or ions with the total composition C2H11NO5.

Values from the calculation:
Net charge: 0
SMILES: O=CNCO.O.O.O

Last column: natural (NBO) charge in e.
CARTESIAN COORDINATES (ANGSTROEM)
O1 0.537 -1.051 -1.254  -0.639
C1 0.685 0.088 -1.535  0.564
N1 1.352 0.880 -0.631  -0.645
C2 2.126 0.209 0.371  0.059
O2 3.090 -0.737 -0.137  -0.727
H1 0.353 0.491 -2.412  0.140
H2 1.641 1.839 -0.815  0.404
H3 2.887 0.838 0.893  0.203
H4 1.492 -0.426 1.038  0.165
H5 2.446 -1.377 -0.500  0.474
O3 -2.476 0.069 1.752  -0.942
H6 -3.263 0.044 1.330  0.451
H7 -2.116 -0.571 1.248  0.472
O4 -1.585 1.953 -0.836  -0.956
H8 -1.587 1.752 0.014  0.479
H9 -2.095 2.710 -1.091  0.478
O5 -1.408 -2.087 0.575  -0.939
H10 -0.482 -2.034 0.559  0.485
H11 -1.595 -2.589 1.428  0.474

=====

--- ii ---
ORCA calculation (ωB97M-V with the def2-TZVPD basis set) on a molecular structure, C2H11NO5.

Values from the calculation:
Net charge: 0

Last column: natural (NBO) charge in e.
CARTESIAN COORDINATES (ANGSTROEM)
H1 -0.110 0.402 0.580  0.469
O1 -0.047 -0.100 1.771  -1.107
N1 -0.293 0.748 -0.618  -0.795
H2 -0.940 -0.431 2.011  0.472
H3 -0.424 1.741 -0.535  0.390
H4 -1.001 0.335 -1.284  0.450
C1 1.042 0.403 -1.206  -0.333
H5 0.990 0.600 -2.333  0.224
H6 1.827 1.020 -0.710  0.241
C2 1.256 -1.054 -0.735  0.769
O2 1.322 -2.025 -1.470  -0.574
O3 1.869 -1.168 0.493  -0.766
H7 1.118 -0.948 1.327  0.541
O4 -0.746 2.130 3.341  -0.956
H8 -0.259 1.332 3.675  0.484
H9 -0.920 1.880 2.382  0.468
O5 -1.434 -1.192 -2.198  -0.977
H10 -2.329 -1.669 -2.011  0.486
H11 -0.919 -2.004 -2.479  0.511

=====

Short version: i, ii, most stable first.

=====

--- i ---
ORCA calculation (ωB97M-V with the def2-TZVPD basis set) on H4NO2PS in the gas phase.

Values from the calculation:
Net charge: 0
SMILES: NS(=O)(=O)P

Last column: natural (NBO) charge in e.
CARTESIAN COORDINATES (ANGSTROEM)
N1 1.039 1.171 0.655  -1.045
S1 0.406 -0.298 0.006  2.017
O1 0.963 -1.407 0.700  -0.953
O2 0.586 -0.342 -1.410  -0.943
P1 -1.874 -0.818 0.105  0.151
H1 1.463 1.272 1.485  0.400
H2 0.807 1.969 0.155  0.393
H3 -1.277 -1.642 -0.797  0.003
H4 -2.113 0.097 -0.899  -0.024

=====

--- ii ---
ORCA calculation (ωB97M-V with the def2-TZVPD basis set) on 2 unconnected molecules or ions with the total composition H4NO2PS.

Values from the calculation:
Net charge: 0
SMILES: O=PS.NO

Last column: natural (NBO) charge in e.
CARTESIAN COORDINATES (ANGSTROEM)
O1 -1.382 -0.653 2.354  -0.995
P1 -0.173 0.210 2.198  1.245
S1 -0.905 2.137 1.453  -0.415
H1 0.126 2.550 0.700  0.153
N1 0.574 -1.113 -1.816  -0.497
O2 0.146 -0.647 -0.521  -0.630
H2 1.423 -1.625 -1.750  0.335
H3 0.975 -0.217 -2.150  0.326
H4 -0.783 -0.642 -0.466  0.477

=====

--- iii ---
ORCA calculation (ωB97M-V with the def2-TZVPD basis set) on 2 unconnected molecules or ions with the total composition H4NO2PS.

Values from the calculation:
Net charge: 0

Last column: natural (NBO) charge in e.
CARTESIAN COORDINATES (ANGSTROEM)
N1 0.445 0.773 -0.590  -1.191
O1 -2.179 -0.847 -0.257  -0.924
O2 1.460 0.792 1.643  -0.974
P1 1.529 0.024 0.231  1.702
S1 3.130 -1.050 -0.034  -0.460
H1 0.226 0.556 -1.502  0.387
H2 -2.835 -0.234 -0.225  0.462
H3 0.645 1.456 1.613  0.534
H4 -2.421 -1.470 -0.879  0.463

=====

Short version: iii, ii, i, most stable first.